No. 1
Entry from the OMol25 dataset: a cluster of 2 separate species, C19H35BrCl2N3O3P2 in total (wB97M-V/def2-TZVPD).

Properties
multiplicity = 1
Kohn-Sham gap = 6.1 eV
E_HOMO = -11.13 eV
total charge = +1
LUMO energy = -5.0 eV

XYZ file:
```
65
Properties=species:S:1:pos:R:3:forces:R:3:mulliken_charge:R:1
C -1.5813 1.6397 4.0964 0.59 -1.32 -0.29 -0.975
C -2.3099 0.2742 3.5767 1.41 0.66 0.70 -0.291
C -1.1211 -0.7335 3.1800 -0.21 -0.24 -0.71 -0.086
C -1.6078 -2.1016 2.4854 -0.88 0.40 0.10 -0.824
C -0.7198 -2.5754 1.2312 -0.56 -0.73 0.09 -0.002
C 0.8596 -2.3891 1.4167 -0.49 -0.26 1.26 -0.694
N 1.6390 -2.4932 0.1110 0.46 1.40 -0.88 0.457
P 2.5890 -3.9644 -0.1613 -2.13 -5.42 -2.02 0.440
O 1.8129 -4.9609 -1.0707 2.06 3.22 2.09 -0.590
C 1.6160 -1.5290 -0.8001 0.09 1.68 0.06 -0.981
N 0.7853 -0.3353 -0.4441 0.06 -1.96 -0.79 0.427
Br 1.8615 1.1402 -0.0390 0.45 -0.41 0.07 -0.014
C -0.2466 -0.0544 -1.4965 -1.99 1.65 -1.56 0.382
C -0.6718 1.4960 -1.5994 -1.62 3.80 0.13 -0.670
C -1.8183 2.0541 -0.6834 1.52 1.93 -2.37 -0.347
C -2.2941 3.5473 -0.7869 2.59 -1.13 -2.04 -0.690
C -1.6268 4.5497 -1.8041 1.05 -3.07 0.29 0.649
C -2.0978 6.0928 -1.9273 -0.08 -1.34 0.05 -1.032
C -0.4759 4.0077 -2.6984 -1.78 -2.39 2.43 -0.642
C -0.0397 2.5127 -2.5981 -1.82 0.64 1.70 0.089
N 2.3342 -1.4745 -2.0598 -0.61 -1.02 0.32 0.671
C 1.8565 -2.4315 -3.1092 -0.26 -1.34 -2.16 -0.591
C 2.1670 -1.9604 -4.6316 0.07 0.18 0.11 -0.571
C 1.8594 -0.4059 -4.9135 0.09 -0.76 -0.88 -0.570
P 4.0824 -1.3080 -1.9129 2.61 1.41 2.49 0.134
O 4.9382 -2.3032 -3.0045 -1.09 2.56 0.37 -0.424
O 4.5419 0.3154 -2.3172 -1.00 -2.08 -0.38 -0.451
H -0.8530 1.9535 3.2547 -1.33 -0.09 1.28 0.275
H -2.3206 2.4606 4.3766 1.15 -1.11 -0.37 0.303
H -0.8969 1.3419 4.9820 -1.31 0.74 -1.22 0.247
H -2.9555 0.5723 2.6813 0.73 -0.85 1.20 0.311
H -2.8853 -0.1871 4.4483 0.43 0.72 -1.56 0.158
H -0.4742 -0.1717 2.4013 -0.79 -0.80 1.33 -0.167
H -0.4870 -1.0277 4.0988 -0.90 0.85 -1.37 0.278
H -2.6686 -1.8936 2.0664 1.71 -0.47 0.55 0.339
H -1.7663 -2.9455 3.2621 0.55 1.36 -1.28 0.371
H -0.9422 -3.7017 1.0846 0.54 1.78 0.05 0.357
H -1.1292 -2.0499 0.3046 0.94 -0.56 1.24 -0.141
H 1.2316 -3.2422 2.0976 -0.45 1.35 -1.20 0.350
H 1.1819 -1.4116 1.9071 -0.67 -1.26 -0.80 0.320
H 3.9401 -3.7454 -0.5691 -0.70 0.69 0.26 0.150
H 2.6650 -4.6240 1.1299 0.11 1.35 -0.51 0.138
H -1.2309 -0.6164 -1.2556 1.78 0.73 -0.08 0.370
H 0.0412 -0.3717 -2.5559 0.05 0.39 1.50 0.047
H -2.3132 1.3148 0.0443 0.73 1.44 -1.16 0.221
H -3.1465 3.9304 -0.1156 1.54 -0.78 -1.19 0.245
H -1.3043 6.7848 -1.4875 -1.15 -0.98 -0.52 0.276
H -3.1024 6.2046 -1.3752 1.68 -0.03 -0.85 0.303
H -2.2489 6.3573 -3.0326 0.23 -0.42 1.64 0.312
H 0.0303 4.7219 -3.4363 -0.79 -1.35 1.19 0.315
H 0.8051 2.1135 -3.2707 -1.48 0.87 1.08 0.130
H 0.7230 -2.5339 -3.0134 1.60 -0.12 0.02 0.451
H 2.3932 -3.4514 -2.9972 -1.30 1.50 0.00 0.359
H 1.5038 -2.6279 -5.2954 0.97 1.04 1.08 0.404
H 3.2494 -2.1952 -4.9553 -1.70 0.29 0.92 0.284
H 2.6883 -0.0311 -5.6282 -1.55 -0.36 1.19 0.359
H 1.8737 0.2226 -3.9607 -0.07 -0.87 -1.38 -0.083
H 0.8422 -0.3647 -5.4643 1.67 0.38 1.08 0.277
H 5.7741 -1.7944 -3.1930 -0.89 -0.66 0.00 0.312
H 4.2986 0.9243 -1.5821 0.13 -0.78 -0.53 0.300
C -3.9123 0.6535 7.4126 -0.28 0.07 0.05 -0.272
Cl -2.5865 -0.4240 6.9563 0.00 -0.19 0.21 -0.132
Cl -3.3259 2.2903 7.7272 -0.09 -0.02 -0.02 -0.142
H -4.6364 0.6872 6.5995 0.20 0.02 0.06 0.232
H -4.3869 0.2680 8.3136 0.20 0.06 -0.10 0.339
```
Positions in Å, forces in eV/Å.

No. 2
Entry from the OMol25 dataset: a structure of composition C4H5N3 (wB97M-V/def2-TZVPD).

Properties
multiplicity = 1
Kohn-Sham gap = 10.2 eV
E_HOMO = -10.09 eV
LUMO energy = 0.2 eV

XYZ file:
```
12
Properties=species:S:1:pos:R:3:forces:R:3:mulliken_charge:R:1
C 1.1847 -1.0102 -0.6299 1.64 -1.64 -0.30 0.055
C 0.0775 1.3177 -0.5622 -2.49 1.04 -4.50 -0.196
C 0.4587 -0.0359 0.0505 -4.07 -0.27 1.33 0.482
C -1.0939 -1.0113 0.6887 4.30 -0.22 -2.64 -0.893
N 1.7831 -1.9146 -1.0247 -0.29 0.48 -0.17 -0.432
N 0.7789 1.9200 0.4940 -0.02 1.74 0.72 -0.295
N 1.0817 0.8672 1.0398 1.78 -1.99 2.24 -0.200
H 0.5549 1.6562 -1.6106 -1.32 -1.02 2.13 0.278
H -1.0790 1.5850 -0.5265 2.38 -0.52 -0.33 0.217
H -0.7751 -1.8347 1.3978 -0.44 1.38 -0.82 0.325
H -1.3864 -1.3885 -0.3335 -0.14 0.32 1.44 0.305
H -1.5850 -0.1509 1.0166 -1.32 0.69 0.90 0.354
```
Positions in Å, forces in eV/Å.

No. 3
Entry from the OMol25 dataset: a cluster of 2 separate species, C5H12N3 in total (wB97M-V/def2-TZVPD).

Properties
multiplicity = 2
Kohn-Sham gap (alpha / beta) = 2.7 / 7.2 eV
E_HOMO (alpha / beta) = -2.83 / -7.39 eV
LUMO energy (alpha / beta) = -0.1 / -0.2 eV

XYZ file:
```
20
Properties=species:S:1:pos:R:3:forces:R:3:mulliken_spin:R:1
C 2.0842 0.9387 -0.8591 -2.29 -1.75 -0.29 -0.073
C 2.6505 -0.2136 -0.4106 -0.53 0.32 0.15 0.166
C 0.5865 0.1373 -2.4946 -0.93 -2.72 -3.24 0.524
N 0.7332 0.8152 -1.4235 2.06 3.61 4.77 0.279
H 2.5001 1.9458 -0.7404 -0.03 -0.28 -0.16 0.014
H 1.9421 -1.0696 -0.4042 0.96 0.25 -0.29 -0.029
H 3.6627 -0.3495 -0.0224 -0.36 0.24 -0.06 0.003
H -0.4005 0.0256 -2.9712 0.44 0.15 0.28 -0.024
H 1.4346 -0.3281 -2.9848 0.07 -0.14 -0.25 0.023
C -2.2374 -0.9217 -0.0666 -0.40 -0.17 -0.66 0.302
N -0.3861 0.8815 2.5265 -0.30 -1.07 -0.72 -0.005
C -1.3159 0.1725 1.8675 -0.17 -0.75 -1.17 0.086
N -1.1866 -0.1658 0.6117 -0.82 0.12 1.84 -0.118
H -3.0553 -0.2362 -0.3660 0.44 -0.39 0.12 -0.017
H -2.6355 -1.6992 0.6114 0.21 0.33 -0.35 -0.029
H -1.8268 -1.3916 -0.9861 -0.11 0.35 0.72 -0.101
H 0.5202 0.6822 2.1019 0.32 0.77 0.52 -0.002
H -0.4954 0.7852 3.5192 0.52 0.27 0.29 -0.015
H -2.1975 -0.1938 2.4140 0.26 0.42 -0.30 0.029
H -0.3771 0.1851 0.0770 0.65 0.44 -1.20 -0.012
```
Positions in Å, forces in eV/Å.

No. 4
Entry from the OMol25 dataset: a structure of composition C39H51N7OP3S4Ti (wB97M-V/def2-TZVPD).

Properties
multiplicity = 1
Kohn-Sham gap = 6.2 eV
E_HOMO = -9.06 eV
total charge = +1
LUMO energy = -2.8 eV

XYZ file:
```
106
Properties=species:S:1:pos:R:3:forces:R:3:mulliken_charge:R:1
Ti -0.0380 0.3433 -0.4636 -0.16 0.20 -0.41 -1.656
C 0.7489 5.6774 -0.3491 0.02 -0.02 0.06 -1.854
C 1.0392 4.1981 -0.6672 0.02 0.07 -0.01 0.885
C 2.4863 3.8940 -0.2806 0.00 -0.02 -0.07 -1.249
P -0.1370 2.9599 0.0357 0.03 0.05 0.04 2.737
C -1.8615 3.6463 -0.2218 0.00 -0.04 -0.01 0.976
C -2.0024 4.3484 -1.5744 0.00 0.02 -0.02 -1.200
C -2.4358 4.4791 0.9225 0.04 0.00 0.00 -1.808
C 0.0295 2.9450 1.8218 -0.04 -0.10 0.00 -0.946
C 0.2006 4.0633 2.6341 -0.03 -0.01 0.05 -0.049
C -0.0009 3.9834 3.9991 0.00 -0.01 -0.01 -0.983
C -0.4468 2.7801 4.5325 0.00 -0.02 -0.02 -0.971
C -0.5923 1.6519 3.7445 0.00 0.05 0.07 -0.447
C -0.2794 1.6901 2.3764 -0.01 0.21 -0.04 -0.208
N -0.2975 0.5638 1.5316 -0.13 -0.16 0.04 1.378
C -0.4242 -0.6735 2.2385 0.12 -0.06 -0.12 -0.045
C 0.4326 -1.0059 3.2858 -0.01 0.02 0.06 -0.427
C 0.1645 -2.1065 4.0800 0.01 0.03 0.00 -0.937
C -0.9574 -2.8891 3.8366 -0.01 -0.01 -0.02 -1.221
C -1.7358 -2.6365 2.7184 0.05 -0.01 -0.01 -0.393
C -1.4377 -1.5649 1.8781 0.01 -0.03 -0.01 -0.331
P -2.0921 -1.2005 0.2317 0.12 -0.01 0.05 1.244
C -3.7500 -0.4410 0.5127 -0.07 -0.07 0.01 0.528
C -3.6202 0.7468 1.4668 0.02 0.03 -0.01 -1.587
C -4.7749 -1.4301 1.0718 0.03 0.04 -0.01 -1.388
C -2.2970 -2.7725 -0.7273 0.01 -0.04 0.01 1.558
C -2.6740 -4.0528 0.0166 0.03 -0.01 0.00 -1.345
C -3.2500 -2.5574 -1.9136 0.03 0.01 0.00 -1.950
H 1.0465 6.2932 -1.1986 0.02 0.00 -0.01 0.392
H 1.3438 6.0049 0.5039 -0.01 0.00 0.02 0.476
H -0.2905 5.8994 -0.1327 0.00 0.00 0.00 0.373
H 0.9347 4.0394 -1.7451 -0.01 -0.01 0.03 0.359
H 2.6215 3.9795 0.8005 0.00 -0.02 0.00 0.240
H 3.1375 4.6323 -0.7522 0.01 0.00 -0.01 0.582
H 2.8071 2.9085 -0.6086 -0.02 0.02 -0.02 0.029
H -2.4579 2.7368 -0.2920 0.00 0.04 0.02 0.061
H -1.5199 5.3235 -1.5907 -0.03 0.00 0.00 0.278
H -3.0624 4.5054 -1.7788 -0.01 -0.01 -0.02 0.461
H -1.5941 3.7580 -2.3924 0.01 0.02 0.01 0.183
H -1.8815 5.3988 1.1064 0.01 0.02 0.00 0.227
H -2.4703 3.9225 1.8590 -0.01 -0.01 0.00 0.248
H -3.4574 4.7610 0.6601 -0.01 0.00 -0.01 0.564
H 0.4582 5.0130 2.1888 0.00 0.03 -0.02 0.311
H 0.1365 4.8509 4.6286 0.00 0.01 0.01 0.468
H -0.6849 2.7108 5.5861 0.00 0.01 0.01 0.449
H -0.9423 0.7424 4.2099 0.02 0.01 -0.03 0.445
H 1.2677 -0.3565 3.5167 0.01 0.00 -0.01 0.631
H 0.8179 -2.3372 4.9113 0.00 -0.01 0.01 0.478
H -1.2004 -3.7154 4.4910 0.00 -0.01 0.01 0.407
H -2.5706 -3.2838 2.4966 -0.01 -0.01 0.01 0.420
H -4.0846 -0.0819 -0.4646 0.04 -0.02 -0.01 0.757
H -3.4584 0.3973 2.4887 0.03 0.01 0.01 0.262
H -4.5425 1.3286 1.4525 -0.02 0.00 0.02 0.597
H -2.7950 1.4077 1.2093 -0.02 0.01 -0.01 -0.120
H -4.4381 -1.8379 2.0271 0.00 -0.01 0.00 0.251
H -4.9849 -2.2533 0.3950 -0.01 -0.03 -0.04 0.294
H -5.7140 -0.9066 1.2582 -0.01 0.02 0.00 0.477
H -1.2870 -2.9236 -1.1122 -0.01 0.04 -0.01 -0.347
H -3.6267 -3.9727 0.5389 -0.01 -0.01 0.02 0.201
H -1.9041 -4.3552 0.7223 0.01 0.00 -0.01 0.222
H -2.7742 -4.8542 -0.7187 0.00 -0.01 -0.01 0.530
H -4.2777 -2.7825 -1.6310 -0.05 0.03 0.04 0.383
H -2.9785 -3.2411 -2.7193 -0.02 -0.01 0.00 0.480
H -3.2255 -1.5442 -2.3116 0.01 0.02 -0.01 0.412
C 4.1473 -5.1615 -0.1722 0.02 -0.01 -0.02 -0.698
N 2.8852 -4.6280 0.3135 0.03 0.07 0.04 0.169
C 2.0676 -5.2331 1.2197 -0.04 -0.04 -0.01 -1.096
C 0.9885 -4.4050 1.3718 0.01 0.00 0.02 -0.359
N 1.1267 -3.3022 0.5845 0.04 0.01 -0.04 0.520
C 2.2773 -3.4561 -0.0418 -0.04 0.02 -0.03 -0.082
P 3.0077 -2.3260 -1.2559 0.09 0.04 -0.02 -0.772
C 3.0561 -0.8038 -0.2699 -0.04 -0.11 0.06 -0.746
N 2.0701 -0.0072 0.1332 -0.02 -0.04 -0.02 1.872
C 2.6278 0.8848 1.0154 0.04 -0.01 0.07 -1.334
C 3.9561 0.6276 1.1380 -0.08 0.05 0.03 -1.166
N 4.2156 -0.4370 0.3228 -0.02 -0.04 -0.03 0.254
C 5.5217 -1.0611 0.1581 0.01 -0.03 0.00 -0.808
C 1.5883 -2.0173 -2.3164 -0.04 -0.10 -0.01 -0.652
N 0.4084 -1.4702 -2.0413 0.12 0.09 0.21 1.959
C -0.3181 -1.5609 -3.1971 -0.03 -0.05 -0.07 -0.695
C 0.4237 -2.1615 -4.1677 -0.06 0.04 0.03 -1.521
N 1.6298 -2.4452 -3.6043 0.00 0.04 0.06 0.289
C 2.7587 -3.0297 -4.3149 0.02 -0.02 0.00 -0.772
H 4.3688 -6.0731 0.3763 0.00 0.01 -0.01 0.308
H 4.9562 -4.4519 -0.0080 -0.01 -0.01 -0.01 0.235
H 4.0868 -5.3951 -1.2341 0.01 0.00 0.01 0.277
H 2.3183 -6.1808 1.6624 -0.01 -0.03 0.02 0.444
H 0.1376 -4.5381 2.0145 -0.03 -0.03 0.02 0.466
H 2.0499 1.6529 1.4958 0.03 0.00 0.02 0.871
H 4.7252 1.1052 1.7176 0.01 0.02 0.02 0.519
H 6.2439 -0.4882 0.7329 0.00 -0.01 -0.02 0.358
H 5.8121 -1.0583 -0.8900 0.00 -0.01 0.01 0.343
H 5.5087 -2.0844 0.5306 0.01 0.02 0.01 0.272
H -1.3157 -1.1758 -3.2680 -0.02 0.00 -0.03 0.683
H 0.2025 -2.3983 -5.1926 -0.03 0.00 -0.03 0.523
H 2.3938 -3.4317 -5.2560 0.01 0.01 0.00 0.346
H 3.2000 -3.8370 -3.7356 0.00 0.00 -0.02 0.268
H 3.5137 -2.2719 -4.5167 0.00 -0.01 0.00 0.328
O -1.0955 3.0803 -6.8756 0.00 -0.05 -0.08 -0.543
C -0.9041 2.6236 -5.7901 -0.03 0.11 0.14 0.637
S 0.7095 2.4823 -5.0428 0.01 -0.04 -0.01 -0.149
C 0.1697 1.7698 -3.5399 -0.01 0.00 -0.02 0.985
C -1.1484 1.5918 -3.3892 -0.03 -0.01 -0.01 -0.311
S -1.8611 0.8806 -1.9568 0.03 -0.04 0.10 -0.290
S -2.2027 2.0546 -4.7067 0.03 -0.04 -0.04 -0.102
S 1.3477 1.3290 -2.3442 0.04 -0.03 0.05 -0.629
```
Positions in Å, forces in eV/Å.

No. 5
Entry from the OMol25 dataset: a structure of composition C14H25N2O10S2 (wB97M-V/def2-TZVPD).

Properties
multiplicity = 1
Kohn-Sham gap = 8.6 eV
E_HOMO = -5.95 eV
total charge = -1
LUMO energy = 2.7 eV

XYZ file:
```
53
Properties=species:S:1:pos:R:3:forces:R:3:mulliken_charge:R:1
C 3.3419 -0.4339 1.0343 -0.02 0.02 -0.27 -0.950
C 3.2573 1.0483 0.6491 0.10 -0.30 0.12 -0.658
N 2.1130 1.2892 -0.2435 0.78 0.68 0.04 0.516
C 2.3199 0.6517 -1.5575 -0.49 -0.07 -0.10 -0.854
C 1.1481 -0.1533 -2.1641 0.52 0.09 -0.01 -0.756
S -0.1332 -0.8459 -1.1381 -0.56 -0.86 -0.36 0.809
O 0.5214 -1.8166 -0.2671 -0.11 0.45 -0.22 -0.683
O -1.0710 -1.4146 -2.1068 0.50 0.14 0.47 -0.735
N -0.7359 0.4041 -0.3778 -0.36 -0.62 0.00 0.023
S -2.2729 0.3917 0.0374 -0.30 0.17 0.02 1.012
O -2.6855 -0.7832 0.7826 0.23 0.64 -0.56 -0.680
O -3.1647 0.9230 -0.9677 0.37 -0.38 0.45 -0.730
O -2.1955 1.6115 1.1046 -0.56 -0.89 -0.47 -0.489
C 1.8847 2.6943 -0.4125 0.99 0.68 0.11 0.186
C 0.4709 3.0393 -0.7447 0.11 0.39 -0.13 -0.731
O 2.7802 3.5300 -0.2583 -1.33 -1.19 0.08 -0.653
H 4.0284 -0.9819 0.3843 0.01 0.00 0.03 0.313
H 3.7010 -0.5515 2.0573 -0.03 0.00 -0.01 0.367
H 2.3626 -0.9058 0.9263 0.04 0.04 0.20 0.169
H 3.1201 1.6509 1.5477 -0.15 0.04 -0.12 0.464
H 4.1964 1.3892 0.1938 -0.01 0.01 0.02 0.378
H 3.1804 -0.0118 -1.4897 -0.04 0.03 0.21 0.503
H 2.6009 1.4189 -2.2894 0.04 -0.08 -0.05 0.194
H 1.5780 -1.0627 -2.5922 -0.16 0.03 -0.14 0.417
H 0.6620 0.3884 -2.9731 -0.21 0.04 0.14 0.429
H -1.6323 1.3111 1.8287 0.23 0.01 0.11 0.255
H 0.3727 4.1046 -0.9458 0.11 -0.01 -0.06 0.379
H -0.1386 2.7860 0.1251 0.04 -0.07 -0.22 0.090
H 0.1053 2.4463 -1.5851 -0.05 0.02 0.16 0.264
O -0.8867 3.0883 2.6568 0.40 0.23 0.40 -0.671
C -1.8388 3.6786 2.2418 -0.22 0.56 0.01 0.883
O -1.7937 4.4287 1.1156 0.17 0.20 0.22 -0.319
C -3.0281 5.1287 0.9220 -0.16 -0.14 -0.04 -0.574
C -4.0645 4.3218 1.6993 0.00 -0.08 0.05 -0.477
C -3.2261 3.7682 2.8491 -0.14 0.02 -0.26 -0.546
H -2.9138 6.1474 1.3021 -0.01 0.00 0.04 0.282
H -3.2335 5.1686 -0.1449 0.08 -0.03 -0.03 0.336
H -4.9208 4.9170 2.0119 0.04 0.06 0.04 0.399
H -4.4253 3.4988 1.0824 0.05 -0.01 -0.02 0.226
H -3.1815 4.4565 3.6954 0.03 -0.01 0.06 0.352
H -3.5462 2.7890 3.1927 0.06 0.00 0.08 0.268
O 2.6470 -7.6561 -0.2873 0.00 -0.07 -0.03 -0.602
C 1.7788 -6.9135 -0.6500 0.03 0.07 0.15 0.480
O 1.8472 -6.2399 -1.8165 -0.07 0.02 -0.07 -0.370
C 0.7120 -5.3531 -1.9491 -0.11 0.22 0.02 -0.195
C -0.3578 -5.9329 -1.0367 0.00 -0.08 0.09 -0.469
C 0.4909 -6.5564 0.0699 -0.16 -0.01 -0.27 -0.378
H 1.0077 -4.3520 -1.6309 0.01 0.00 0.01 0.089
H 0.4165 -5.3241 -2.9944 0.11 -0.04 -0.03 0.313
H -1.0656 -5.1812 -0.6958 0.07 0.06 0.01 0.321
H -0.9120 -6.7148 -1.5601 0.00 0.01 -0.01 0.273
H 0.7291 -5.8393 0.8570 0.01 0.00 0.03 0.238
H 0.0495 -7.4454 0.5118 0.09 0.00 0.13 0.292
```
Positions in Å, forces in eV/Å.

No. 6
Entry from the OMol25 dataset: a structure of composition C2H4N4O2 (wB97M-V/def2-TZVPD).

Properties
multiplicity = 1
Kohn-Sham gap = 9.5 eV
E_HOMO = -9.63 eV
LUMO energy = -0.1 eV

XYZ file:
```
12
Properties=species:S:1:pos:R:3:forces:R:3:mulliken_charge:R:1
C 1.9425 0.0458 -0.0663 -9.14 -4.46 0.22 0.486
C 0.3816 0.6379 0.0106 -0.81 -1.60 -2.36 0.273
H -2.4077 -0.7660 -0.9691 1.77 2.21 2.94 0.277
H -1.7993 0.8165 0.3381 -0.74 -4.77 -2.18 0.246
H 0.3578 -1.3160 1.5569 -0.22 -0.86 -4.36 0.296
H -1.0705 2.2769 -0.2977 3.56 -2.59 1.54 0.332
N -1.7843 -0.3846 -0.0923 -0.36 1.68 -0.88 -0.605
N -0.4307 -0.5795 -0.4939 0.68 1.63 2.75 0.125
N 0.2781 -1.6649 0.3378 1.47 2.56 1.43 -0.181
N -0.0579 1.7997 0.1119 -1.50 2.23 -0.90 -0.679
O 1.6332 -1.3601 -0.2839 -0.58 0.94 2.14 -0.262
O 2.9571 0.4943 -0.1520 5.87 3.01 -0.33 -0.308
```
Positions in Å, forces in eV/Å.

no.,largest force on an atom (eV/A),energy (Eh)
1,6.17,-5311.539781
2,5.24,-319.524219
3,6.32,-361.788929
4,0.48,-5441.506464
5,1.78,-2206.838438
6,10.17,-447.838263